Density functional theory data (wB97M-V/def2-TZVPD) for 10 unconnected molecules or ions with the total composition C36H96N4O20 at a distorted geometry.

Last column: Löwdin charge in e.
Cartesian coordinates (Å):
1 C -3.3860 5.7297 -0.7356  -0.09
2 O -2.4615 6.3750 0.1215  -0.19
3 C -3.0257 7.4699 0.7491  -0.29
4 C -2.0076 8.3626 1.3502  -0.21
5 N -1.0524 7.6590 2.2431  -0.04
6 C -0.0234 8.5740 2.7794  -0.23
7 C 0.9589 7.9002 3.6873  -0.24
8 O 1.6356 6.9659 2.8567  -0.19
9 C 2.5403 6.2115 3.5777  -0.15
10 H -4.0770 5.2592 -0.0336  0.09
11 H -2.8573 4.9182 -1.2476  0.08
12 H -3.8750 6.3676 -1.4285  0.07
13 H -3.6966 7.0616 1.5053  0.12
14 H -3.6520 8.0262 0.0465  0.12
15 H -2.5086 9.1321 1.9847  0.13
16 H -1.5796 8.8600 0.5052  0.11
17 H -0.5019 6.9798 1.6880  0.11
18 H -0.5580 9.4054 3.3095  0.13
19 H 0.5730 9.0199 1.9649  0.12
20 H 0.5328 7.4911 4.5817  0.11
21 H 1.6738 8.6829 4.0076  0.13
22 H 2.8254 5.3363 2.9032  0.10
23 H 2.1498 5.8446 4.5847  0.10
24 H 3.4988 6.6961 3.8141  0.08
25 C 4.8178 -7.7126 5.9459  -0.09
26 O 3.7714 -6.7624 5.8192  -0.21
27 C 3.9672 -5.7354 4.8923  -0.25
28 C 2.9062 -4.6584 5.1044  -0.18
29 N 1.4680 -5.0201 5.0726  -0.06
30 C 0.9198 -5.4521 3.7987  -0.19
31 C 1.1254 -4.4573 2.6496  -0.20
32 O 2.4804 -4.5936 2.2803  -0.24
33 C 2.8470 -3.8261 1.1324  -0.08
34 H 5.1674 -7.9581 4.9510  0.08
35 H 4.3649 -8.5441 6.5049  0.09
36 H 5.6703 -7.2860 6.5244  0.09
37 H 3.7516 -6.1568 3.8592  0.14
38 H 4.9041 -5.2319 4.9556  0.11
39 H 3.1393 -3.8684 4.3944  0.11
40 H 3.0521 -4.3345 6.2118  0.15
41 H 1.3015 -5.7450 5.7386  0.11
42 H -0.1474 -5.6351 3.9124  0.12
43 H 1.2198 -6.4389 3.4767  0.12
44 H 0.9273 -3.3862 2.8826  0.12
45 H 0.4642 -4.8007 1.8244  0.13
46 H 2.1313 -4.0330 0.3358  0.08
47 H 3.8587 -4.2113 0.9038  0.10
48 H 2.8879 -2.7527 1.3621  0.08
49 C -3.5524 0.5541 2.2871  -0.08
50 O -4.6872 -0.0323 1.6802  -0.17
51 C -4.6928 0.0541 0.3043  -0.29
52 C -5.9292 -0.5869 -0.1756  -0.16
53 N -5.8425 -2.0753 0.2300  -0.03
54 C -7.0961 -2.7461 -0.1402  -0.21
55 C -7.1271 -4.2413 -0.2282  -0.22
56 O -6.1452 -4.6790 -1.1661  -0.21
57 C -5.7224 -6.0174 -0.9619  -0.10
58 H -3.7996 1.0044 3.2278  0.08
59 H -3.0687 1.3702 1.6742  0.10
60 H -2.7985 -0.2362 2.3806  0.07
61 H -3.8727 -0.5474 -0.1657  0.10
62 H -4.5289 1.0706 -0.0746  0.13
63 H -6.0708 -0.5430 -1.2268  0.10
64 H -6.8074 -0.1355 0.3285  0.13
65 H -5.6820 -2.0700 1.2120  0.09
66 H -7.3052 -2.3914 -1.1539  0.12
67 H -7.8493 -2.4287 0.5725  0.12
68 H -8.1614 -4.5432 -0.3620  0.12
69 H -6.8428 -4.7387 0.7042  0.11
70 H -4.9209 -6.3437 -1.6566  0.10
71 H -6.5770 -6.6791 -0.9911  0.08
72 H -5.3483 -5.9800 0.0303  0.07
73 C 3.1187 -1.3650 -1.3369  -0.12
74 O 4.3902 -0.9750 -1.7370  -0.17
75 C 4.6506 -1.1994 -3.1135  -0.21
76 C 4.0656 -0.1733 -4.0541  -0.20
77 N 4.4518 1.1939 -3.7052  -0.06
78 C 5.8667 1.3972 -3.8784  -0.20
79 C 6.1314 2.9264 -3.6514  -0.20
80 O 6.1737 3.1167 -2.2210  -0.18
81 C 5.9349 4.5129 -1.9781  -0.11
82 H 2.9760 -1.0968 -0.2925  0.08
83 H 2.9405 -2.4226 -1.4996  0.08
84 H 2.3612 -0.8377 -1.9793  0.09
85 H 4.2796 -2.1893 -3.3983  0.12
86 H 5.7197 -1.0745 -3.2805  0.11
87 H 2.9906 -0.3122 -4.0162  0.09
88 H 4.4111 -0.4142 -5.0617  0.13
89 H 4.1904 1.2079 -2.7267  0.11
90 H 6.1189 1.1365 -4.8933  0.12
91 H 6.4898 0.8862 -3.1801  0.11
92 H 5.2308 3.4293 -4.1601  0.13
93 H 7.1015 3.2386 -4.0654  0.12
94 H 5.0877 5.0236 -2.4032  0.07
95 H 6.7940 5.0188 -2.4199  0.09
96 H 5.7267 4.6200 -0.9360  0.08
97 O -1.7537 -4.0429 -1.2551  -0.07
98 C -2.9673 -3.2928 -1.2886  -0.22
99 C -3.5165 -3.2734 -2.7037  -0.23
100 O -2.5247 -2.7552 -3.5636  -0.08
101 H -1.3741 -3.8332 -2.1181  0.07
102 H -3.7575 -3.6911 -0.6525  0.11
103 H -2.7252 -2.2243 -1.0224  0.10
104 H -4.4757 -2.6635 -2.6787  0.14
105 H -3.8085 -4.2767 -3.0678  0.13
106 H -2.1367 -1.9773 -3.1068  0.06
107 O 0.4929 -1.0767 -3.2468  -0.10
108 C 0.6276 -1.9897 -4.2558  -0.25
109 C 0.0179 -1.3532 -5.4953  -0.21
110 O 0.8436 -0.2538 -5.9355  -0.08
111 H 0.3047 -1.4827 -2.3735  0.08
112 H 1.7089 -2.1157 -4.3957  0.11
113 H 0.2156 -2.9626 -3.9758  0.12
114 H -0.9973 -1.0476 -5.2870  0.09
115 H -0.0781 -2.0377 -6.3865  0.14
116 H 0.4210 0.5264 -5.4902  0.07
117 O -0.5042 -0.8828 4.1314  -0.07
118 C 0.7860 -0.8987 4.6399  -0.28
119 C 0.8676 -1.4485 6.0571  -0.26
120 O 0.2008 -2.6761 6.1729  -0.09
121 H -0.8293 -1.7920 4.1696  0.08
122 H 1.4410 -1.4131 3.9544  0.09
123 H 1.1090 0.1556 4.6637  0.13
124 H 0.3674 -0.7637 6.7410  0.11
125 H 1.9529 -1.4636 6.3974  0.13
126 H 0.7165 -3.4046 5.7462  0.04
127 O 2.8287 3.7269 -3.2755  -0.08
128 C 1.3912 3.5834 -3.2824  -0.23
129 C 0.8381 3.8423 -1.9155  -0.22
130 O 1.2483 2.8887 -0.9341  -0.07
131 H 3.1562 2.9221 -3.6851  0.03
132 H 0.9626 4.3504 -3.9681  0.13
133 H 1.0606 2.6291 -3.6650  0.09
134 H -0.2831 3.7499 -1.9544  0.12
135 H 1.0617 4.8807 -1.6146  0.13
136 H 2.1545 3.0916 -0.6961  0.10
137 O -2.5444 0.0463 -2.6771  -0.10
138 C -2.8670 0.7591 -3.7775  -0.28
139 C -1.8292 1.8671 -4.0323  -0.20
140 O -0.5050 1.3938 -3.8671  -0.11
141 H -1.9970 0.5652 -1.9937  0.10
142 H -2.8910 0.0691 -4.6420  0.12
143 H -3.9054 1.2291 -3.7239  0.14
144 H -2.0395 2.7207 -3.3552  0.11
145 H -1.9324 2.2448 -5.0291  0.11
146 H -0.4118 0.4954 -3.5326  0.04
147 O -0.2084 -2.0269 -0.3799  -0.07
148 C -0.8841 -1.1613 0.5042  -0.25
149 C -0.2474 0.2096 0.3413  -0.17
150 O -0.5766 0.8089 -0.9540  -0.11
151 H -0.6457 -2.8914 -0.4844  0.05
152 H -1.9729 -1.1470 0.4239  0.09
153 H -0.7206 -1.2894 1.5594  0.09
154 H 0.8640 0.0618 0.4726  0.13
155 H -0.7025 0.8389 1.1688  0.13
156 H 0.0777 1.5381 -1.0937  0.06

Force components x, y, z for each atom (eV/Å):
0.94 -1.50 1.76
1.25 -0.10 -1.55
-1.49 -0.53 0.78
0.39 0.18 1.56
0.73 -0.03 -0.79
-1.38 0.89 -0.15
0.78 1.19 -1.09
-0.51 0.26 0.75
1.10 -2.36 0.28
-0.74 -0.15 -0.46
-0.03 0.29 -0.04
-0.43 0.80 -0.63
-0.33 0.17 0.44
0.02 0.30 -0.08
0.17 -0.46 -0.56
1.02 0.66 -0.47
-0.81 0.26 0.34
0.54 -0.60 -0.30
-0.17 0.12 0.10
-0.41 -0.77 0.37
-0.07 -0.23 0.04
-0.47 0.87 1.11
0.13 0.22 -1.30
-0.22 0.49 -0.15
-0.21 0.89 0.53
-0.08 -0.02 0.85
-2.37 -0.82 -1.79
0.09 -0.04 2.66
0.81 0.57 -0.79
-0.85 0.62 -0.36
0.09 -0.67 0.11
0.12 0.31 -0.56
0.47 -0.82 0.78
0.18 -0.60 -0.19
0.48 0.06 -0.42
-0.44 -0.28 -0.28
0.87 0.44 0.78
1.11 0.10 0.03
-0.29 0.22 0.26
-0.06 0.01 -1.84
0.02 -0.39 0.62
-0.34 0.51 0.30
0.90 -0.32 -0.33
-0.25 -0.62 0.14
0.24 0.43 0.17
0.13 0.19 -0.27
-0.53 0.49 -0.31
-0.09 -0.15 -0.10
1.13 0.05 -1.20
-0.10 0.80 1.06
1.46 -0.40 -1.61
-1.13 -2.14 1.81
-0.10 1.21 -1.86
0.64 0.80 -0.01
1.76 -0.61 0.88
-0.69 0.35 -1.27
-0.22 0.67 -0.18
-0.28 -0.13 0.59
-0.71 -0.68 0.25
0.10 0.28 0.44
-0.18 0.39 0.46
-0.33 0.18 0.21
0.08 0.11 -0.99
0.19 -0.01 -0.28
-0.03 -0.17 0.85
-0.42 0.11 0.15
-0.82 0.04 -0.16
-0.22 -0.34 -0.88
-0.03 0.33 0.54
-0.67 0.55 0.21
-0.16 -0.50 -0.20
0.74 -0.79 1.16
-1.38 0.95 -1.06
1.13 0.28 -0.20
0.43 0.04 -0.12
-0.61 -0.22 0.01
-1.16 -1.09 0.00
0.05 2.65 0.14
-0.85 -1.39 -0.19
-1.60 1.02 -1.36
0.85 -0.48 -0.18
0.03 -0.05 -0.03
0.09 -0.53 0.16
0.37 -0.34 0.87
0.32 -0.18 -0.05
0.22 -0.79 0.55
-0.37 0.57 -0.34
-0.14 0.01 -0.07
0.38 0.67 0.39
0.22 -0.17 -0.42
0.57 -0.68 0.51
1.52 -0.18 0.89
-0.29 0.10 -0.14
-0.88 -0.74 -0.96
0.30 0.55 0.78
0.82 0.22 0.92
-0.13 -0.26 0.23
-0.48 0.84 -0.48
-1.36 0.40 0.42
0.58 0.27 0.00
0.23 -0.31 -0.26
0.45 -0.05 0.38
-0.52 -0.97 -0.09
1.08 -0.45 -0.18
0.34 0.40 0.20
-0.50 0.01 -0.48
-0.87 1.26 2.52
0.73 -0.95 -1.25
0.75 -0.94 -1.69
-1.43 0.53 0.99
0.08 0.35 -0.37
-0.03 -0.34 -0.51
-0.30 0.00 -0.33
-0.33 0.29 0.24
0.34 0.30 1.06
0.83 -0.58 -0.49
-1.08 -0.26 -0.43
0.74 1.17 0.67
0.89 0.24 0.23
0.26 -0.53 -0.18
-0.13 0.09 0.21
0.56 -0.48 -0.22
0.06 -0.30 -0.03
-0.15 0.09 -0.05
-1.00 -0.24 -0.44
-0.22 0.12 0.19
-1.03 -0.03 0.17
0.54 1.05 -0.64
-1.39 0.26 0.11
-0.03 0.33 -0.13
0.58 -0.37 -0.11
0.16 -0.27 0.35
0.29 -0.24 0.12
0.94 0.15 -0.03
0.06 -0.42 0.16
0.27 -0.16 -0.03
0.98 -0.72 3.02
-0.92 1.67 -1.99
-0.49 -0.47 0.71
-0.06 0.81 -0.69
-0.70 -0.86 -1.06
-0.01 0.19 0.26
1.05 -0.38 0.00
0.32 -0.37 0.00
-0.13 0.25 -0.72
-0.28 -0.59 0.46
0.21 -0.25 -0.06
0.53 1.34 -0.31
-0.92 0.65 -0.03
0.94 -0.11 1.09
-0.28 0.04 0.23
0.07 0.03 -0.57
0.43 -1.09 0.72
-1.08 0.48 -0.21
0.89 -0.41 -0.83
-0.41 -0.56 0.12

Values from the calculation:
- HOMO level: -0.3242 Ha
- LUMO: 0.0183 hartree
- Structure (SMILES): COCCNCCOC.COCCNCCOC.COCCNCCOC.COCCNCCOC.OCCO.OCCO.OCCO.OCCO.OCCO.OCCO
- Gap between HOMO and LUMO: 9.3 eV
- ΔE to the lowest compared entry with this formula, charge and spin: 19.2 kcal per mole
- E: -3152.7265 Eh
- Maximum force: 0.0633 Eh/bohr